{
  "formula": "C10H16NP",
  "method": "the ωB97M-V functional and the def2-TZVPD basis",
  "lumo_energy_ev": 0.6,
  "max_force_ha_per_bohr": 0.0542,
  "molar_mass_g_mol": 181.22,
  "de_lowest_kcal_mol": 52.6,
  "homo_ev": -8.07,
  "homo_lumo_gap_ev": 8.629,
  "species": ["C", "C", "C", "C", "C", "C", "C", "C", "C", "C", "N", "P", "H", "H", "H", "H", "H", "H", "H", "H", "H", "H", "H", "H", "H", "H", "H", "H"],
  "positions_angstrom": [[3.512563, 0.516975, 0.654912], [4.009579, 0.369540, -0.619032], [2.247517, 0.042927, 0.989469], [3.217567, -0.282955, -1.528620], [1.535160, -0.664187, 0.005326], [-1.122684, 1.243362, -0.025892], [-3.256259, 0.085486, 0.275282], [-1.498062, 0.088575, 2.124511], [-1.069264, -1.555874, -1.866355], [-1.678337, -0.014441, 0.571173], [1.947775, -0.746178, -1.227290], [-0.831747, -1.592730, -0.012143], [3.941390, 1.110043, 1.500024], [4.988561, 0.933948, -0.932567], [1.975731, 0.091655, 2.024340], [3.571196, -0.468419, -2.552525], [-1.960358, 1.997536, 0.111735], [-0.235191, 1.433647, 0.580896], [-0.923055, 1.076380, -1.128372], [-3.392193, 0.031780, -0.816576], [-3.706451, 1.010660, 0.644435], [-3.834399, -0.708712, 0.728930], [-2.047320, -0.745469, 2.643292], [-0.361120, 0.353049, 2.265428], [-1.864731, 1.046326, 2.492860], [-0.615733, -2.431886, -2.467824], [-0.446165, -0.722977, -2.245236], [-2.103971, -1.498054, -2.190173]],
  "atomic_forces_ev_per_a": [[-1.1, 1.0, 2.0], [2.1, 1.6, -0.8], [0.6, -1.2, -0.4], [-1.2, -0.7, -0.4], [-2.7, 0.0, -0.4], [-0.6, 0.3, -0.9], [1.1, -1.1, -0.5], [1.5, 0.4, -0.8], [1.9, -0.5, -0.9], [-2.3, 0.2, 1.0], [1.9, 0.0, -0.5], [1.8, 0.5, 0.2], [0.4, -0.6, -1.2], [-1.9, -1.6, 0.6], [-0.6, 0.1, 0.2], [-0.4, 0.2, 0.4], [1.6, -0.3, -0.3], [0.2, 0.8, -0.7], [0.0, 0.7, 1.3], [-0.2, 0.1, 0.3], [0.5, 0.1, 0.0], [0.0, -0.5, 0.1], [1.3, 0.7, -0.1], [-1.8, -1.7, 0.4], [-0.8, 0.0, -0.2], [-0.7, 0.9, 1.6], [-0.6, 0.0, 0.0], [-0.2, 0.3, 0.2]],
  "nbo_charge": [-0.17, -0.28, -0.33, 0.03, 0.17, -0.63, -0.61, -0.63, -1.00, -0.33, -0.50, 0.76, 0.22, 0.23, 0.22, 0.20, 0.21, 0.21, 0.22, 0.21, 0.21, 0.21, 0.23, 0.21, 0.21, 0.25, 0.25, 0.24]
}